[1]
Entry from the OMol25 dataset: C4H5Br2Cl3O as an isolated structure in a non-equilibrium geometry (wB97M-V/def2-TZVPD).

The largest force on an atom comes out at 3.33 eV/Å. The value obtained for the HOMO-LUMO gap is 9.8 eV. The LUMO energy is 0.03 eV. Its energy relative to the best compared isomer or geometry (same formula, charge and spin) is 0.0 kJ/mol. The calculation puts the energy at -6759.1871 hartree.

```
15
Properties=species:S:1:pos:R:3:forces:R:3:mulliken_charge:R:1
C -0.91742 -1.58790 0.70696 -2.62 -0.02 2.06 -1.382
C -0.47737 -0.13637 0.80434 0.55 -1.05 -1.67 0.190
C 0.55601 0.13326 -0.79303 -1.62 0.46 2.88 -0.472
C 1.43649 1.36247 -0.57097 -0.93 0.62 0.21 0.401
O -1.44531 0.78845 0.74805 -1.39 0.67 0.21 -0.452
Cl -0.68244 0.54413 -2.04600 0.73 -1.01 0.26 -0.083
Cl 0.28302 2.80591 -0.24511 1.85 -0.72 -0.36 -0.072
Cl 2.43686 1.08001 0.89138 -0.10 0.54 -0.84 -0.070
Br 1.67986 -1.36330 -1.12915 -0.36 -0.50 -0.32 0.087
Br 2.47590 1.60455 -2.22011 0.08 0.75 0.67 -0.009
H -1.21093 -1.81774 -0.27033 0.10 -0.61 -1.74 0.384
H -0.22165 -2.27344 1.13123 0.85 -0.44 -0.17 0.385
H -1.91827 -1.88681 1.27127 1.88 1.37 -0.58 0.311
H -0.01036 0.06213 1.76282 1.13 0.03 -0.45 0.405
H -1.98438 0.68464 -0.04134 -0.16 -0.09 -0.16 0.377
```
Forces are in eV/Å.



[2]
Entry from the OMol25 dataset: a 2-piece molecular cluster, C4H5Br2N overall in a non-equilibrium geometry (wB97M-V/def2-TZVPD).

The largest force on an atom comes out at 2.51 eV/Å. The value obtained for the HOMO-LUMO gap is 9.6 eV. The LUMO energy is 0.31 eV. Its energy relative to the best compared isomer or geometry (same formula, charge and spin) is 95.8 kJ/mol. The calculation puts the energy at -5358.1292 hartree.

```
12
Properties=species:S:1:pos:R:3:forces:R:3:mulliken_charge:R:1
C 0.12982 -0.34987 1.61058 0.84 0.85 -2.00 -0.732
C -0.51837 -0.62352 0.47012 0.02 0.57 1.33 0.544
C -0.22029 -0.14277 -0.89413 -0.67 2.39 -0.35 -0.911
Br -2.06990 -1.75612 0.58622 0.22 0.03 -0.02 -0.199
H 1.09718 0.23234 1.49969 -1.40 -0.65 0.47 0.224
H -0.27722 -0.62200 2.55549 0.17 -0.32 0.57 0.300
H 0.69657 0.45666 -0.94077 -0.08 -0.14 0.35 0.319
H -0.07512 -0.97421 -1.49101 0.29 -1.73 -1.55 0.333
H -1.02710 0.50684 -1.41799 1.32 -1.33 1.36 0.170
N -2.73759 1.37754 -2.06280 -1.07 -0.49 0.88 -0.495
C -3.51273 0.90550 -1.33806 1.18 1.03 -1.56 0.339
Br -4.79908 0.24830 -0.33867 -0.80 -0.22 0.51 0.109
```
Forces are in eV/Å.



[3]
Entry from the OMol25 dataset: a 2-piece molecular cluster, C4H5BrCl2O overall in a non-equilibrium geometry (wB97M-V/def2-TZVPD).

The largest force on an atom comes out at 3.70 eV/Å. The value obtained for the HOMO-LUMO gap (spin up / spin down) is 8.4 / 8.4 eV. The LUMO energy (spin up / spin down) is -0.39 / -0.39 eV. Its energy relative to the best compared isomer or geometry (same formula, charge and spin) is 271.4 kJ/mol. The calculation puts the energy at -3724.9593 hartree.

```
13
Properties=species:S:1:pos:R:3:forces:R:3:mulliken_charge:R:1
C -0.77996 -2.94728 0.35664 3.29 1.18 -1.20 0.419
C 0.33455 0.38238 0.51564 2.87 -0.20 -0.37 -1.049
C 0.19832 -0.27009 -0.86610 0.35 1.16 0.70 -0.508
C 0.53398 -1.71098 -1.02510 -1.28 -1.25 2.35 0.065
O -0.14914 -3.56865 1.13498 -1.58 0.51 -0.64 -0.344
Cl -2.44141 -3.01303 -0.15554 0.02 -0.13 0.31 -0.101
Cl 2.05648 -2.13408 -0.33353 0.19 -0.13 -0.18 -0.107
Br 0.12548 -2.57786 -2.65555 0.09 0.26 -0.23 -0.027
H 1.45794 0.79345 0.53383 -2.49 -1.11 0.92 0.259
H -0.32796 1.22525 0.56123 -0.24 0.46 0.01 0.354
H 0.03662 -0.34055 1.26695 0.50 0.14 0.60 0.321
H -0.80806 -0.12481 -1.07731 -1.98 -0.14 -1.07 0.329
H 0.74987 0.48000 -1.42909 0.26 -0.77 -1.19 0.390
```
Forces are in eV/Å.



[4]
Entry from the OMol25 dataset: an isolated ion of composition C4H5BrClN4O and charge +1 in a non-equilibrium geometry (wB97M-V/def2-TZVPD).

The largest force on an atom comes out at 9.38 eV/Å. The net charge is +1. The value obtained for the HOMO-LUMO gap is 9.1 eV. The LUMO energy is -4.85 eV. Its energy relative to the best compared isomer or geometry (same formula, charge and spin) is 506.2 kJ/mol. The calculation puts the energy at -3483.3974 hartree.

```
16
Properties=species:S:1:pos:R:3:forces:R:3:mulliken_charge:R:1
N 2.98680 -1.08301 -0.20353 0.81 1.11 0.51 -0.350
C 1.83651 -0.34740 -0.05947 -4.79 -0.49 1.08 0.243
N 0.61178 -1.09098 0.42840 -0.01 9.06 -1.82 -0.316
C -0.38425 0.06136 0.44668 1.98 -1.07 -0.31 0.310
C -1.96619 -0.25933 0.88496 0.45 0.86 -0.30 -0.447
C -2.80111 -0.32759 -0.54321 4.49 -3.63 -5.38 0.362
O -2.12774 -0.91003 -1.57438 -4.72 4.12 6.98 -0.443
Br -4.64224 0.38751 -0.85778 2.20 -0.78 0.75 -0.038
N 0.18571 1.40523 0.01005 -0.83 -6.08 1.48 -0.068
N 1.51750 1.11448 -0.28135 1.11 -3.01 0.29 0.085
Cl 2.67612 2.26863 -0.87404 -1.37 -0.96 0.60 0.091
H 3.54037 -1.26414 0.68744 -1.04 0.21 -1.95 0.282
H 3.28529 -1.52046 -1.10808 -0.51 0.88 1.41 0.276
H -2.40288 0.54613 1.61395 0.95 -1.37 -1.56 0.384
H -1.97178 -1.28433 1.47238 0.09 2.00 -1.61 0.304
H -0.34388 2.30393 -0.04200 1.19 -0.86 -0.18 0.325
```
Forces are in eV/Å.



[5]
Entry from the OMol25 dataset: a 2-piece molecular cluster, C4H5BrClNO overall in a non-equilibrium geometry (wB97M-V/def2-TZVPD).

The largest force on an atom comes out at 3.99 eV/Å. The value obtained for the HOMO-LUMO gap is 9.4 eV. The LUMO energy is 0.38 eV. Its energy relative to the best compared isomer or geometry (same formula, charge and spin) is 67.7 kJ/mol. The calculation puts the energy at -3319.5839 hartree.

```
13
Properties=species:S:1:pos:R:3:forces:R:3:mulliken_charge:R:1
C -1.35314 0.09525 -1.33612 3.11 0.90 -2.33 -1.182
C -0.22486 0.34039 -0.35369 0.73 0.08 -0.56 0.464
C 1.06656 0.56619 -0.57120 1.99 0.08 0.69 -0.151
Cl 1.73413 0.67684 -2.14295 0.02 0.01 -0.53 -0.193
N -0.53233 0.27727 0.98208 -1.16 -0.20 -0.08 -0.279
C -0.21974 0.70360 2.04679 -0.63 -0.73 0.86 0.566
O -0.09788 0.89246 3.18628 0.53 0.70 0.63 -0.437
H -2.19685 -0.19757 -0.78831 -1.26 -0.78 0.12 0.357
H -0.96890 -0.48732 -2.25291 -0.80 -0.24 1.88 0.286
H -1.51165 1.00463 -1.93218 -0.48 0.36 0.75 0.315
H 1.90227 0.63755 0.24040 -2.06 -0.09 -1.46 0.257
Br 1.63391 -2.62379 1.04080 0.12 -0.12 -0.05 -0.211
H 0.76847 -1.88550 1.88103 -0.10 0.04 0.06 0.206
```
Forces are in eV/Å.



[6]
Entry from the OMol25 dataset: one molecule with the formula C4H5BrN2O2 in a non-equilibrium geometry (wB97M-V/def2-TZVPD).

The largest force on an atom comes out at 3.76 eV/Å. The value obtained for the HOMO-LUMO gap (spin up / spin down) is 5.3 / 5.3 eV. The LUMO energy (spin up / spin down) is -1.27 / -1.27 eV. Its energy relative to the best compared isomer or geometry (same formula, charge and spin) is 495.8 kJ/mol. The calculation puts the energy at -2989.2740 hartree.

```
14
Properties=species:S:1:pos:R:3:forces:R:3:mulliken_charge:R:1
C -2.20038 -1.09158 -0.84244 -1.09 2.87 -0.78 0.709
C 0.05377 -1.45588 0.45155 -0.87 -1.13 0.32 0.387
C 0.37969 0.88708 -0.31271 -2.83 -1.91 -1.01 -0.285
C 1.45718 1.84913 -0.12641 -0.75 -0.48 -1.86 -1.263
N -1.18113 -1.72920 -0.44956 -0.26 -2.21 -0.21 -0.189
N 0.52916 -0.27293 0.53108 2.12 1.92 0.19 0.052
O -3.07612 -0.41247 -1.20205 2.06 -2.28 0.82 -0.251
O 0.35909 -2.42711 1.07445 -0.02 -1.34 0.29 -0.597
Br -1.35585 1.73631 0.29805 -0.04 0.41 0.36 -0.345
H 2.31289 1.28366 -0.48295 0.68 0.95 -0.34 0.368
H 1.49334 2.03096 0.86947 0.97 0.89 3.52 0.450
H 1.11007 2.78620 -0.56855 0.96 -0.21 -0.59 0.335
H -1.22769 -2.79882 -0.41729 -0.20 1.76 -0.20 0.351
H 1.34598 -0.38535 1.17736 -0.73 0.75 -0.51 0.278
```
Forces are in eV/Å.



[7]
Entry from the OMol25 dataset: one molecule with the formula C4H5Cl in a non-equilibrium geometry (wB97M-V/def2-TZVPD).

The largest force on an atom comes out at 3.57 eV/Å. The value obtained for the HOMO-LUMO gap is 8.2 eV. The LUMO energy is -0.70 eV. Its energy relative to the best compared isomer or geometry (same formula, charge and spin) is 285.4 kJ/mol. The calculation puts the energy at -615.4470 hartree.

```
10
Properties=species:S:1:pos:R:3:forces:R:3:mulliken_charge:R:1
C -0.20906 0.07182 -0.00357 -1.07 -0.24 -0.44 0.946
C -1.37848 0.56523 0.71564 0.01 0.07 -0.44 -0.317
C -0.18864 -1.25628 -0.22751 -3.47 -0.17 0.83 -0.817
C 0.99553 0.97850 -0.04894 0.36 -1.47 -0.14 -1.225
Cl -2.79481 -0.02164 -0.05632 -0.17 0.30 0.31 -0.100
H -1.14851 -1.92883 -0.02116 2.47 1.60 -0.59 0.153
H 0.69215 -1.70756 -0.51277 1.79 -1.22 -0.54 0.318
H 0.80609 2.02845 0.09614 -0.08 0.20 -0.38 0.367
H 1.78800 0.68318 -0.76328 -0.93 0.56 -0.34 0.337
H 1.43773 0.58712 0.82177 1.09 0.35 1.74 0.338
```
Forces are in eV/Å.